Record 1
Below is a structure of composition C34H101I3N2O35S3 in a non-equilibrium geometry, with properties calculated with wB97M-V/def2-TZVPD.

Last column: Mulliken charge in e.
Atoms and positions in Å:
C (-7.152, -2.061, -1.950)  -1.2226
C (-6.423, -1.962, -0.614)  0.6803
C (-7.057, -1.307, 0.435)  -1.3300
C (-6.393, -1.255, 1.653)  -0.1819
C (-5.141, -1.827, 1.841)  1.0094
C (-4.514, -1.730, 3.242)  1.4913
C (-4.840, -0.404, 3.952)  -1.9272
C (-5.203, -2.869, 4.109)  -1.0747
C (-4.516, -2.468, 0.775)  0.1876
O (-3.274, -3.033, 1.014)  -0.2611
C (-2.330, -2.819, -0.046)  -1.9701
C (-2.263, -1.394, -0.583)  1.0480
C (-2.106, -0.337, 0.321)  -0.1444
O (-2.043, -0.669, 1.644)  -0.1006
C (-0.774, -0.453, 2.297)  -1.1803
C (0.418, -1.169, 1.634)  1.1353
C (1.030, -2.187, 2.652)  -1.9056
C (1.548, -0.203, 1.212)  0.6117
C (1.953, 0.838, 2.271)  -1.6752
C (1.236, 0.437, -0.142)  -1.5521
C (-2.013, 0.962, -0.176)  -0.7053
C (-2.093, 1.176, -1.539)  1.1973
C (-2.259, 0.152, -2.447)  -1.4551
C (-2.339, -1.148, -1.955)  1.1257
S (-2.555, -2.405, -3.217)  -0.1031
N (-2.355, 0.362, -3.853)  -0.6165
I (-4.286, 1.003, -4.304)  0.0418
C (-1.350, 1.235, -4.387)  -1.3756
C (-0.642, 0.899, -5.554)  0.9825
S (-0.966, -0.620, -6.485)  0.0421
C (0.370, 1.745, -6.046)  -1.1731
I (1.423, 1.199, -7.821)  0.1030
C (0.694, 2.940, -5.415)  2.1419
C (1.805, 3.816, -5.950)  -0.6235
C (1.588, 4.495, -7.147)  -0.5035
C (2.671, 5.273, -7.575)  -1.1459
C (3.800, 5.275, -6.774)  0.3552
N (4.017, 4.604, -5.651)  -0.3192
C (2.994, 3.860, -5.237)  -0.7423
C (-0.032, 3.284, -4.279)  -0.8199
I (0.417, 5.124, -3.294)  0.1916
C (-1.023, 2.452, -3.771)  1.4775
S (-1.980, 2.819, -2.290)  -0.4176
C (-5.184, -2.528, -0.439)  -0.6698
H (-6.525, -2.573, -2.691)  0.1147
H (-7.503, -1.079, -2.276)  0.2881
H (-8.038, -2.692, -1.818)  0.3143
H (-8.047, -0.867, 0.328)  0.4504
H (-6.902, -0.732, 2.460)  0.3342
H (-3.451, -1.972, 3.239)  -0.0279
H (-5.883, -0.365, 4.293)  0.5114
H (-4.647, 0.491, 3.343)  0.2992
H (-4.222, -0.365, 4.862)  0.4528
H (-5.392, -2.541, 5.132)  0.2931
H (-4.518, -3.724, 4.173)  0.2108
H (-6.133, -3.175, 3.614)  0.1757
H (-2.503, -3.570, -0.821)  0.5702
H (-1.345, -3.047, 0.387)  0.3530
H (-0.640, 0.629, 2.432)  0.4306
H (-0.879, -0.867, 3.309)  0.4017
H (0.161, -1.766, 0.752)  0.1604
H (0.355, -3.031, 2.826)  0.4858
H (1.911, -2.608, 2.142)  0.4677
H (1.377, -1.700, 3.569)  0.2672
H (2.441, -0.833, 1.051)  0.5091
H (2.166, 0.397, 3.252)  0.3234
H (2.809, 1.412, 1.913)  0.3378
H (1.153, 1.581, 2.420)  0.2761
H (2.178, 0.740, -0.605)  0.7002
H (0.675, -0.231, -0.808)  0.1647
H (0.657, 1.370, -0.039)  0.0767
H (-1.878, 1.806, 0.498)  0.5643
H (-3.222, -3.407, -2.611)  0.1195
H (0.056, -1.451, -6.137)  0.1868
H (0.649, 4.448, -7.690)  0.5442
H (2.610, 5.843, -8.498)  0.3896
H (4.623, 5.914, -7.114)  0.3560
H (3.071, 3.293, -4.311)  0.3264
H (-4.734, -3.024, -1.299)  0.1348
O (3.948, 2.956, 3.078)  -0.5595
H (4.558, 3.031, 2.333)  0.2483
H (4.287, 3.601, 3.712)  0.2896
O (-3.966, 0.564, -8.224)  -0.6732
H (-3.234, 0.316, -7.646)  0.2787
H (-3.642, 0.423, -9.121)  0.3171
O (0.520, -5.476, 3.074)  -0.5997
H (0.986, -6.312, 2.977)  0.2929
H (-0.331, -5.629, 2.646)  0.3052
O (-4.843, -0.911, -10.484)  -0.6146
H (-5.225, -1.073, -11.352)  0.2982
H (-5.600, -0.870, -9.890)  0.3214
O (5.085, 5.872, 4.297)  -0.5920
H (4.324, 6.206, 4.788)  0.2899
H (5.249, 6.552, 3.632)  0.3093
O (1.840, -2.835, -5.538)  -0.6033
H (2.559, -3.090, -4.947)  0.3246
H (2.199, -2.981, -6.418)  0.2902
O (6.815, 3.106, 2.267)  -0.5238
H (7.370, 3.100, 1.478)  0.2763
H (7.393, 3.457, 2.955)  0.2604
O (2.603, 1.459, -2.597)  -0.4901
H (1.847, 1.843, -3.058)  0.3166
H (3.333, 1.520, -3.222)  0.2754
O (-9.910, -1.594, -2.803)  -0.6324
H (-9.853, -0.692, -3.133)  0.3016
H (-9.973, -2.131, -3.600)  0.3158
O (2.144, 5.636, 4.167)  -0.6355
H (2.641, 4.818, 4.060)  0.3297
H (1.283, 5.450, 3.779)  0.2843
O (-5.157, -3.734, 7.049)  -0.5582
H (-4.575, -4.493, 7.182)  0.2667
H (-4.913, -3.127, 7.764)  0.3373
O (9.120, 1.919, 3.921)  -0.5804
H (8.942, 1.033, 3.595)  0.2809
H (8.930, 1.865, 4.868)  0.3128
O (7.256, 4.444, -6.137)  -0.6951
H (6.316, 4.632, -6.045)  0.4217
H (7.289, 3.492, -6.294)  0.2872
O (7.650, 0.877, 6.147)  -0.6291
H (6.714, 1.108, 6.120)  0.3328
H (7.662, -0.072, 5.983)  0.2804
O (8.395, 1.273, 0.307)  -0.5902
H (9.066, 0.988, 0.935)  0.2957
H (8.799, 1.126, -0.554)  0.3020
O (-3.143, -6.276, 8.096)  -0.6243
H (-2.413, -6.563, 8.650)  0.3230
H (-2.812, -6.387, 7.202)  0.3229
O (-3.765, -5.677, 2.538)  -0.8079
H (-3.719, -4.760, 2.229)  0.4234
H (-3.867, -6.188, 1.727)  0.3397
O (6.800, 5.768, 0.698)  -0.6345
H (6.624, 4.886, 0.361)  0.2704
H (6.628, 5.690, 1.643)  0.3495
O (-5.613, -1.453, 8.504)  -0.6354
H (-5.781, -0.582, 8.875)  0.2705
H (-6.461, -1.908, 8.557)  0.2954
O (-6.338, -6.697, 3.719)  -0.6021
H (-7.042, -6.253, 3.234)  0.3017
H (-5.563, -6.615, 3.147)  0.2847
O (-1.061, -7.505, 6.978)  -0.5726
H (-0.328, -7.792, 7.533)  0.2720
H (-0.732, -7.613, 6.079)  0.2742
O (7.016, 7.182, -7.108)  -0.6202
H (7.601, 6.423, -6.962)  0.2971
H (7.283, 7.818, -6.436)  0.3156
O (-7.134, -5.995, 6.647)  -0.6872
H (-6.808, -6.309, 5.792)  0.3400
H (-6.552, -5.254, 6.859)  0.3662
O (4.121, 8.434, -7.254)  -0.6240
H (4.894, 8.209, -6.725)  0.2783
H (4.403, 8.256, -8.158)  0.3198
O (4.114, -0.769, -5.422)  -0.5603
H (3.343, -0.417, -5.885)  0.2660
H (4.836, -0.646, -6.046)  0.2952
O (3.423, 7.511, -4.143)  -0.6425
H (3.743, 7.239, -5.009)  0.3379
H (2.589, 7.041, -4.053)  0.2194
O (8.502, 4.017, 7.086)  -0.6343
H (8.226, 3.140, 6.799)  0.3200
H (7.755, 4.584, 6.863)  0.3218
O (-6.666, -3.183, -5.276)  -0.6178
H (-6.284, -3.482, -6.107)  0.2990
H (-6.105, -2.445, -5.011)  0.3012
O (3.559, -4.989, -5.216)  -0.6174
H (4.081, -5.788, -5.340)  0.2848
H (2.687, -5.219, -5.558)  0.3232
O (-5.045, -4.772, 9.846)  -0.6122
H (-4.530, -5.570, 9.663)  0.3345
H (-5.924, -4.984, 9.516)  0.3070
O (-2.740, -7.369, 10.624)  -0.6256
H (-2.921, -8.250, 10.279)  0.3104
H (-2.831, -7.463, 11.577)  0.2867
O (6.799, 1.840, -5.044)  -0.5455
H (6.625, 0.936, -5.324)  0.2789
H (6.741, 1.805, -4.084)  0.2636
O (6.547, 8.324, 2.670)  -0.6198
H (6.901, 7.966, 1.845)  0.3314
H (7.145, 9.045, 2.889)  0.3027

For the calculated total energy, the calculation gives -6186.6279 Eh. The HOMO-LUMO gap comes out at 0.26647 Ha. As for the total charge: 0. As for the spin multiplicity: 1. Its HOMO energy is -8.1 eV.


Record 2
Below is a cluster of 13 separate species, C34H101N19O13 in total in a non-equilibrium geometry, with properties calculated with wB97M-V/def2-TZVPD.

Last column: Mulliken charge in e.
Atoms and positions in Å:
C (-4.375, -3.481, -2.530)  -1.7096
C (-4.949, -2.562, -3.615)  1.4556
C (-5.272, -3.257, -4.954)  -1.1268
O (-5.601, -2.323, -6.007)  -0.2954
C (-6.843, -2.547, -6.605)  -0.7261
N (-6.207, -1.962, -3.254)  -0.7582
H (-4.887, -4.443, -2.542)  0.3814
H (-4.567, -3.035, -1.554)  0.3882
H (-3.298, -3.572, -2.668)  0.3488
H (-4.232, -1.753, -3.756)  -0.4156
H (-6.015, -4.044, -4.824)  0.5598
H (-4.389, -3.832, -5.233)  0.3759
H (-6.840, -1.950, -7.517)  0.2514
H (-7.714, -2.186, -6.059)  0.2824
H (-6.906, -3.614, -6.816)  0.3306
H (-6.919, -2.583, -3.612)  0.3642
H (-6.358, -1.362, -4.052)  0.2928
C (3.289, -1.074, 4.503)  -1.1363
C (4.337, -0.227, 3.856)  0.5383
C (5.639, -0.187, 4.738)  -0.8713
O (6.220, -1.455, 4.846)  -0.3430
C (7.531, -1.357, 5.550)  -0.7820
N (4.725, -0.830, 2.605)  -0.4561
H (2.824, -0.519, 5.317)  0.0699
H (3.798, -1.943, 4.921)  0.4051
H (2.534, -1.420, 3.797)  0.2189
H (3.888, 0.708, 3.519)  -0.0302
H (5.495, 0.336, 5.684)  0.5499
H (6.389, 0.408, 4.217)  0.4629
H (7.474, -0.941, 6.556)  0.3129
H (8.212, -0.726, 4.978)  0.3325
H (7.972, -2.347, 5.668)  0.2596
H (5.357, -1.540, 2.945)  0.3190
H (5.116, -0.089, 2.039)  0.2329
C (0.144, 0.157, 1.617)  -0.2034
C (0.762, -0.880, 0.628)  1.7904
C (0.274, -0.520, -0.870)  -0.9175
O (-1.139, -0.310, -0.909)  0.1632
C (-1.578, -0.212, -2.305)  -1.2010
N (2.230, -0.999, 0.721)  0.7220
H (0.332, 1.190, 1.324)  -1.0800
H (0.510, 0.064, 2.639)  0.5195
H (-0.924, -0.056, 1.574)  0.2428
H (0.264, -1.834, 0.799)  -0.7184
H (0.478, -1.320, -1.582)  0.4986
H (0.819, 0.368, -1.192)  0.0186
H (-1.289, -1.076, -2.902)  0.4886
H (-1.159, 0.641, -2.839)  0.3644
H (-2.659, -0.146, -2.425)  0.3259
H (2.635, -1.886, 0.985)  0.0246
H (2.480, -0.354, 1.458)  -0.4665
C (1.575, 2.617, 6.440)  -1.4476
C (0.068, 2.253, 6.204)  0.2747
C (-0.907, 3.392, 5.797)  -0.2237
O (-0.611, 4.525, 6.651)  -0.3653
C (-1.389, 5.700, 6.359)  -0.7222
N (0.281, 1.224, 5.241)  -0.2320
H (2.129, 1.734, 6.759)  0.5891
H (1.559, 3.392, 7.206)  0.4539
H (2.045, 3.090, 5.578)  0.1221
H (-0.273, 1.695, 7.076)  0.3854
H (-1.941, 3.048, 5.791)  0.4698
H (-0.650, 3.691, 4.780)  -0.1104
H (-0.863, 6.424, 6.982)  0.2694
H (-2.452, 5.504, 6.499)  0.2815
H (-1.306, 5.922, 5.295)  0.2915
H (-0.507, 0.592, 5.251)  0.0206
H (0.981, 0.582, 5.585)  0.0472
C (-2.515, 2.884, 1.869)  -0.9801
C (-3.633, 2.154, 1.216)  1.1855
C (-4.969, 2.914, 1.281)  -1.3199
O (-5.511, 3.067, 2.572)  -0.3114
C (-6.903, 3.401, 2.675)  -0.8301
N (-3.323, 1.885, -0.174)  -0.0600
H (-1.521, 2.452, 1.747)  -0.3098
H (-2.711, 3.069, 2.925)  0.5686
H (-2.362, 3.838, 1.364)  0.4909
H (-3.762, 1.213, 1.751)  -0.0708
H (-5.733, 2.291, 0.814)  0.5350
H (-5.127, 3.785, 0.646)  0.4865
H (-7.513, 2.684, 2.126)  0.3354
H (-7.033, 4.461, 2.457)  0.3196
H (-7.344, 3.337, 3.669)  0.2645
H (-4.154, 1.531, -0.625)  0.3989
H (-2.610, 1.171, -0.130)  -0.6215
C (2.625, 4.078, -1.292)  -1.6436
C (3.478, 3.023, -0.532)  0.5212
C (2.784, 2.541, 0.746)  1.2718
O (2.580, 3.606, 1.692)  -0.5297
C (1.558, 3.328, 2.713)  -0.3206
N (3.838, 1.989, -1.457)  -0.6206
H (1.689, 3.632, -1.629)  0.3340
H (3.188, 4.512, -2.118)  0.4601
H (2.234, 4.861, -0.641)  0.3758
H (4.378, 3.434, -0.074)  0.2911
H (3.246, 1.726, 1.305)  -0.2974
H (1.774, 2.257, 0.448)  -0.8130
H (1.422, 4.078, 3.492)  0.4809
H (1.425, 2.328, 3.125)  0.0756
H (0.589, 3.420, 2.222)  0.0788
H (3.113, 1.314, -1.258)  0.0538
H (3.503, 2.274, -2.366)  0.3271
C (4.649, -0.600, -5.320)  -0.7177
C (5.717, -1.426, -4.567)  0.2303
C (5.173, -2.024, -3.255)  -0.5970
O (3.982, -2.794, -3.325)  -0.4287
C (3.224, -2.730, -2.184)  -0.6017
N (6.321, -2.423, -5.449)  -0.7242
H (4.159, 0.144, -4.691)  -0.2452
H (3.782, -1.166, -5.660)  0.3990
H (5.205, -0.141, -6.137)  0.4128
H (6.529, -0.800, -4.197)  0.3212
H (5.028, -1.111, -2.678)  0.2611
H (5.994, -2.586, -2.809)  0.4519
H (3.606, -3.321, -1.351)  0.2880
H (2.276, -3.258, -2.287)  0.3112
H (2.962, -1.687, -2.006)  0.1711
H (6.444, -2.022, -6.367)  0.2831
H (5.583, -3.107, -5.538)  0.2864
C (-1.634, 4.265, -2.220)  0.5831
O (-1.256, 5.133, -2.996)  -0.7706
N (-1.059, 3.937, -1.117)  -0.1042
N (-2.673, 3.523, -2.438)  -0.0754
H (-0.151, 4.311, -0.881)  -0.0146
H (-1.429, 3.112, -0.666)  -0.0200
H (-3.268, 3.796, -3.207)  0.2221
H (-2.966, 2.778, -1.823)  0.2587
C (2.534, -4.612, 1.021)  0.6170
O (1.840, -3.980, 1.758)  -0.6574
N (3.789, -4.981, 1.336)  -0.4402
N (2.136, -5.063, -0.095)  -0.0746
H (4.417, -5.280, 0.604)  0.1716
H (4.148, -4.697, 2.237)  0.2253
H (2.790, -5.476, -0.745)  0.2241
H (1.246, -4.736, -0.442)  0.0034
C (-1.333, -5.408, 0.265)  0.6017
O (-0.382, -6.032, -0.122)  -0.7169
N (-2.602, -5.606, -0.170)  -0.3311
N (-1.252, -4.439, 1.136)  -0.1338
H (-3.295, -4.993, 0.235)  0.1508
H (-2.825, -6.410, -0.739)  0.2198
H (-0.297, -4.160, 1.310)  -0.1145
H (-1.961, -3.743, 1.316)  0.2349
C (0.707, -0.487, -4.924)  0.5727
O (-0.329, -0.645, -5.574)  -0.8407
N (1.489, -1.453, -4.442)  0.1942
N (1.134, 0.726, -4.663)  -0.0839
H (2.392, -1.184, -4.078)  -0.5567
H (1.354, -2.388, -4.800)  0.2440
H (2.115, 0.856, -4.460)  0.0541
H (0.743, 1.492, -5.194)  0.2280
C (-2.539, 2.055, -5.992)  0.6243
O (-1.516, 2.577, -6.121)  -0.6119
N (-3.684, 2.696, -6.070)  -0.3854
N (-2.692, 0.795, -5.649)  -0.1106
H (-4.518, 2.152, -5.905)  0.1212
H (-3.796, 3.563, -6.576)  0.2478
H (-1.796, 0.330, -5.676)  0.1610
H (-3.621, 0.418, -5.532)  0.0463
C (-3.081, -1.966, 3.196)  0.7566
O (-3.543, -1.735, 2.110)  -0.6198
N (-2.969, -3.148, 3.711)  -0.4085
N (-2.530, -1.065, 3.898)  -0.2141
H (-3.463, -3.821, 3.143)  0.2494
H (-2.504, -3.459, 4.552)  0.1620
H (-2.066, -1.460, 4.704)  0.0936
H (-2.488, -0.078, 3.688)  0.0312

For the relative energy (zero: lowest compared OMol25 entry of this formula, charge and spin), the calculation gives 70.7 kJ/mol. For the calculated total energy, the calculation gives -3374.1136 Eh. The HOMO-LUMO gap (alpha / beta) comes out at 0.31973 / 0.11233 Ha. As for the total charge: +1. The expectation value of S² is 0.75. As for the spin multiplicity: 2. Its HOMO energy (alpha / beta) is -10.6 / -10.6 eV.


The highest total charge belongs to which entry? C34H101N19O13


Look up the spin multiplicity of the first one. 1


Among the records above, which one has the lowest calculated total energy? C34H101I3N2O35S3